{"formula": "C3H8N2O2", "method": "ωB97M-V/def2-TZVPD", "elements": ["H", "N", "C", "C", "H", "H", "H", "H", "N", "C", "O", "H", "O", "H", "H"], "xyz": [[0.217, 1.503, 1.310], [0.386, 0.512, 1.151], [0.863, 0.196, -0.006], [1.566, 1.129, -0.929], [1.091, -0.858, -0.117], [1.296, 2.169, -0.734], [2.646, 0.992, -0.854], [1.290, 0.900, -1.960], [-1.789, -1.301, -0.540], [-1.293, -0.430, -1.221], [-1.158, 0.251, -2.173], [-2.291, -1.280, 0.338], [-1.329, -1.249, 1.892], [-0.954, -2.110, 2.115], [-0.540, -0.424, 1.728]], "forces_ev_per_angstrom": [[0.371, 0.082, -0.204], [-0.455, -0.003, -1.423], [1.782, 0.826, 2.457], [-0.658, 0.168, -0.653], [-0.509, -0.281, -0.364], [0.122, -0.062, 0.061], [-0.038, -0.043, 0.200], [0.038, 0.041, 0.017], [0.846, 0.714, -1.390], [-3.666, -1.583, -0.799], [1.552, 0.605, 0.360], [0.745, 0.026, 0.487], [1.038, 1.622, 0.805], [0.224, 0.436, -0.008], [-1.392, -2.549, 0.454]], "homo_energy_ev": -9.48, "homo_lumo_gap_ha": 0.356, "mol_weight_g_mol": 104.11, "smiles": "[H]/N=C\\C.N=C=O.O", "e_lumo_ev": 0.19}

=====

{"formula": "C3H8N2O2", "method": "ωB97M-V/def2-TZVPD", "elements": ["N", "C", "O", "N", "C", "C", "O", "H", "H", "H", "H", "H", "H", "H", "H"], "xyz": [[-1.069, -2.122, 0.673], [-0.066, -1.257, 0.140], [0.886, -0.979, 0.967], [-0.564, -0.274, -0.781], [0.300, 0.690, -1.213], [0.214, 1.791, 0.182], [1.213, 1.427, 0.997], [-1.251, -1.867, 1.641], [-1.923, -2.110, 0.128], [0.247, -1.802, -0.869], [-0.037, 1.204, -2.110], [1.369, 0.500, -1.135], [-0.809, 1.709, 0.563], [0.390, 2.737, -0.326], [1.101, 0.353, 1.142]], "forces_ev_per_angstrom": [[-0.212, -0.009, 0.209], [-0.533, 0.265, 0.188], [0.284, -0.146, 0.169], [0.731, 0.017, -0.347], [-0.462, -0.176, 0.498], [0.335, -0.436, 0.032], [-0.495, -0.196, -0.121], [0.086, -0.124, -0.225], [0.101, -0.003, 0.015], [-0.122, 0.205, -0.249], [0.053, -0.059, 0.022], [-0.028, -0.050, -0.051], [0.130, 0.056, -0.014], [-0.068, 0.108, -0.005], [0.199, 0.548, -0.120]], "homo_energy_ev": [-9.25, -9.25], "homo_lumo_gap_ha": [0.271, 0.271], "mol_weight_g_mol": 104.11, "e_lumo_ev": [-1.87, -1.87]}

=====

{"formula": "C3H8N2O2", "method": "ωB97M-V/def2-TZVPD", "elements": ["C", "N", "C", "O", "H", "H", "H", "H", "H", "N", "C", "O", "H", "H", "H"], "xyz": [[1.013, 1.230, -0.832], [1.161, 0.679, 0.497], [1.021, -0.682, 0.758], [1.037, -1.540, -0.103], [1.813, 1.940, -1.042], [0.043, 1.724, -0.920], [1.051, 0.403, -1.539], [1.467, 1.301, 1.230], [1.202, -0.896, 1.827], [-1.768, -1.091, -0.558], [-1.589, -0.386, 0.592], [-1.616, 0.846, 0.658], [-1.837, -0.554, -1.411], [-1.291, -1.973, -0.659], [-1.705, -1.002, 1.500]], "forces_ev_per_angstrom": [[-0.175, -0.161, 0.030], [0.159, -1.503, 0.184], [2.882, 1.935, -0.360], [-0.885, -0.092, 0.255], [-0.005, -0.062, -0.041], [0.062, 0.050, -0.029], [0.107, 0.111, -0.047], [-0.453, -0.289, 0.123], [-0.562, -0.082, -0.033], [0.063, 0.062, -0.168], [-1.951, 1.738, -0.085], [-0.076, -1.664, -0.066], [0.193, 0.108, 0.103], [-0.092, -0.064, 0.166], [0.733, -0.087, -0.031]], "homo_energy_ev": -9.46, "homo_lumo_gap_ha": 0.383, "mol_weight_g_mol": 104.11, "smiles": "CNC=O.NC=O", "e_lumo_ev": 0.97}

=====

These records have energy above the lowest of the compared OMol25 structures with the same formula, charge and spin values of 246.4, 524.8, 109.3 kJ/mol, in the order they appear.